The following is a quantum chemistry calculation of 18 unconnected molecules or ions with the total composition C33H65BrF4N3O21S2 at a distorted geometry, from the Open Molecules 2025 dataset.

As for the multiplicity: 1. As for the net charge: +1.

XYZ file:
```
129
C33H65BrF4N3O21S2, DFT ωB97M-V with the def2-TZVPD basis set
C -0.373 1.236 4.414
C -0.532 0.262 3.199
O 0.752 -0.319 2.827
C 1.104 -0.217 1.515
C 0.742 -1.227 0.582
C -0.086 -2.441 1.075
C -1.587 -2.119 1.496
C -2.686 -3.122 0.959
S -3.823 -2.200 -0.155
C -5.029 -1.231 0.763
S -6.584 -1.723 0.739
N -4.700 -0.058 1.463
C -5.501 0.609 2.408
C -4.816 1.729 2.809
N -3.571 1.794 2.140
C -3.589 0.745 1.384
C 1.244 -1.056 -0.797
C 0.910 -2.182 -1.782
C -0.594 -2.349 -2.105
C -1.357 -1.060 -2.442
C -1.650 -0.013 -1.549
C -2.399 1.105 -1.949
C -2.885 1.195 -3.259
C -2.599 0.185 -4.200
C -1.848 -0.919 -3.764
C 2.026 0.051 -1.138
C 2.554 0.120 -2.576
F 3.148 1.293 -2.926
F 1.544 -0.034 -3.488
C 3.637 -0.997 -2.909
F 3.892 -1.815 -1.854
F 3.298 -1.684 -4.037
N 2.323 0.984 -0.189
O 3.150 2.030 -0.502
C 2.574 3.340 -0.597
O 3.235 4.192 -0.067
C 1.324 3.747 -1.306
C 0.622 3.034 -2.297
C -0.518 3.572 -2.911
C -1.017 4.842 -2.583
C -0.323 5.566 -1.576
C 0.803 5.029 -0.972
C 1.911 0.882 1.079
C 2.314 1.893 2.155
C 1.353 3.104 2.318
O 1.735 4.031 2.970
Br -0.442 3.200 1.580
H 0.659 1.630 4.458
H -0.577 0.679 5.341
H -1.060 2.089 4.281
H -1.102 0.692 2.367
H -1.143 -0.573 3.588
H 0.429 -2.780 1.998
H -0.021 -3.304 0.389
H -1.798 -1.074 1.247
H -1.639 -2.188 2.599
H -3.290 -3.464 1.820
H -2.261 -4.024 0.489
H -6.492 0.345 2.772
H -5.138 2.490 3.521
H -2.728 0.592 0.732
H 1.231 -3.116 -1.269
H 1.461 -2.161 -2.728
H -1.156 -2.884 -1.331
H -0.645 -2.992 -3.002
H -1.288 -0.074 -0.516
H -2.577 1.890 -1.201
H -3.469 2.086 -3.528
H -2.997 0.301 -5.208
H -1.661 -1.704 -4.499
H 4.591 -0.491 -3.158
H 0.958 2.045 -2.611
H -1.032 3.019 -3.700
H -1.908 5.284 -3.057
H -0.661 6.567 -1.284
H 1.313 5.646 -0.220
H 3.337 2.243 1.932
H 2.368 1.386 3.136
O 0.250 -1.690 -5.423
H 1.040 -1.482 -4.915
H 0.492 -2.485 -5.918
O 1.401 -4.675 -5.581
H 2.193 -4.469 -5.071
H 1.641 -5.469 -6.077
O 0.206 2.609 -5.827
H 1.011 2.840 -5.352
H 0.420 1.774 -6.259
O 2.585 3.464 6.227
H 2.132 3.670 5.401
H 3.255 4.154 6.307
O 6.169 0.854 0.115
H 6.263 1.802 -0.036
H 5.229 0.691 0.002
O -4.282 -1.437 -5.816
H -4.174 -2.256 -6.312
H -4.259 -1.715 -4.893
O 3.371 1.003 7.730
H 3.020 1.523 8.463
H 3.306 1.596 6.971
O -8.940 -1.391 3.408
H -8.364 -1.317 2.639
H -9.192 -2.320 3.429
O -2.221 -4.632 -1.998
H -2.305 -5.396 -2.584
H -3.126 -4.476 -1.697
O 4.045 -3.547 0.561
H 4.606 -3.329 1.314
H 4.484 -3.131 -0.189
O 5.246 1.487 10.165
H 4.595 1.317 9.473
H 5.006 0.878 10.871
O 5.601 4.700 2.287
H 4.943 4.559 1.595
H 5.322 4.118 3.001
O 0.353 -7.378 -4.747
H 0.408 -6.421 -4.857
H -0.576 -7.584 -4.894
O -3.579 5.999 -3.688
H -3.514 6.941 -3.880
H -4.515 5.800 -3.802
O 0.128 -5.216 -0.615
H -0.505 -5.398 -1.324
H -0.112 -5.836 0.083
O 2.793 -6.123 -0.041
H 2.349 -5.912 -0.869
H 3.441 -5.413 0.071
O 0.712 2.516 8.676
H 0.799 3.279 9.258
H 1.328 2.696 7.956
```

The following is a quantum chemistry calculation of a molecular structure, C33H66Br20FN3O5S at a distorted geometry, from the Open Molecules 2025 dataset.

The energy relative to the best compared isomer or geometry (same formula, charge and spin) is 0.0 kJ/mol. As for the multiplicity: 1. As for the net charge: 0.

XYZ file:
```
129
C33H66Br20FN3O5S, DFT ωB97M-V with the def2-TZVPD basis set
C 2.085 3.976 -0.050
C 1.865 2.722 -0.910
C 2.492 1.510 -0.247
O 1.800 0.326 -0.694
C 2.149 -0.861 -0.108
S 2.577 -1.985 -1.515
O 3.288 -0.680 0.738
N 4.488 -1.236 0.291
O 5.311 -0.418 0.426
O 1.227 -1.416 0.744
C -0.168 -1.102 0.561
C -0.685 -1.607 -0.777
N -2.135 -1.542 -0.913
C -2.603 -1.329 -2.285
C -3.445 -0.072 -2.422
O -4.236 0.026 -3.341
N -3.314 0.916 -1.443
C -4.526 1.719 -1.311
C -2.115 1.732 -1.594
C -0.872 -1.871 1.698
C -1.778 -1.038 2.583
C -2.802 -0.160 1.916
F -2.510 -1.974 3.352
H 2.748 4.680 -0.545
H 1.157 4.498 0.144
H 2.549 3.738 0.904
H 2.329 2.923 -1.871
H 0.804 2.559 -1.083
H 3.525 1.464 -0.580
H 2.433 1.644 0.827
H 2.165 -3.136 -0.986
H -0.400 -0.051 0.721
H -0.374 -2.657 -0.837
H -0.177 -1.094 -1.587
H -2.551 -2.381 -0.543
H -3.211 -2.183 -2.571
H -1.761 -1.295 -2.974
H -4.766 2.293 -2.208
H -4.362 2.411 -0.502
H -5.357 1.063 -1.074
H -1.298 1.152 -2.015
H -2.295 2.632 -2.178
H -1.807 2.059 -0.605
H -0.085 -2.270 2.331
H -1.395 -2.736 1.299
H -1.205 -0.469 3.314
H -3.483 -0.709 1.278
H -3.393 0.294 2.711
H -2.338 0.669 1.390
Br -5.097 -3.934 -5.655
C -3.495 -2.912 -6.058
C -2.274 -3.791 -6.135
Br -1.662 -4.323 -4.367
H -3.417 -2.142 -5.295
H -3.687 -2.446 -7.023
H -1.442 -3.248 -6.577
H -2.448 -4.704 -6.693
Br 4.988 0.296 5.432
C 4.874 -1.619 5.110
C 4.139 -1.929 3.833
Br 2.225 -1.704 4.049
H 4.397 -2.054 5.984
H 5.906 -1.961 5.049
H 4.281 -2.973 3.560
H 4.439 -1.297 3.006
Br 0.469 1.979 7.685
C 1.624 1.442 9.154
C 2.708 0.504 8.698
Br 2.033 -1.290 8.391
H 0.983 1.003 9.912
H 2.056 2.365 9.533
H 3.466 0.398 9.471
H 3.179 0.822 7.773
Br 9.999 -3.887 1.118
C 8.318 -4.481 1.893
C 7.169 -4.298 0.935
Br 6.592 -2.437 0.788
H 8.184 -3.922 2.813
H 8.467 -5.533 2.126
H 6.293 -4.837 1.294
H 7.411 -4.629 -0.070
Br -3.702 7.800 -0.598
C -2.683 7.359 0.995
C -1.530 6.448 0.674
Br -2.118 4.623 0.332
H -3.381 6.916 1.699
H -2.323 8.306 1.390
H -0.850 6.386 1.521
H -0.981 6.762 -0.208
Br -7.483 -1.812 -8.364
C -8.015 -3.676 -8.493
C -9.284 -3.954 -7.731
Br -8.960 -4.028 -5.818
H -7.177 -4.265 -8.132
H -8.163 -3.861 -9.555
H -9.678 -4.932 -7.997
H -10.047 -3.200 -7.893
Br 7.742 -2.223 -4.590
C 7.375 -0.321 -4.410
C 7.603 0.156 -3.000
Br 6.172 -0.380 -1.780
H 6.353 -0.167 -4.740
H 8.056 0.170 -5.100
H 7.612 1.243 -2.969
H 8.523 -0.228 -2.572
Br 5.899 -3.425 8.568
C 5.770 -5.341 8.266
C 4.983 -5.654 7.022
Br 3.075 -5.427 7.303
H 5.330 -5.773 9.158
H 6.797 -5.686 8.164
H 5.111 -6.697 6.743
H 5.258 -5.019 6.186
Br -4.063 5.026 -3.109
C -3.659 4.672 -4.979
C -3.235 3.246 -5.208
Br -1.403 2.936 -4.627
H -2.899 5.387 -5.276
H -4.584 4.880 -5.513
H -3.238 3.018 -6.272
H -3.858 2.529 -4.681
Br -7.969 6.667 -0.351
C -7.056 6.175 1.292
C -5.919 5.226 1.032
Br -6.534 3.421 0.673
H -7.806 5.756 1.956
H -6.682 7.109 1.706
H -5.285 5.139 1.912
H -5.317 5.523 0.180
```

no.,gap between HOMO and LUMO (eV)
1,6.78
2,8.11